DFT (ωB97M-V with the def2-TZVPD basis set) results for a single C17H25NO3 molecule.

Each line ends with the natural charge from an NBO analysis.
Element x y z (Å)
C  -6.0258  -1.4970  -0.5587  -0.2396
O  -4.9310  -1.7879  0.2799  -0.4971
C  -3.9467  -0.8738  0.5130  0.2448
C  -3.0372  -1.2622  1.4918  -0.2351
C  -1.9662  -0.4680  1.8511  -0.2387
C  -1.7778  0.7601  1.2352  -0.0317
C  -0.6040  1.6314  1.5628  -0.5165
C  0.5464  1.4956  0.5607  0.6890
O  1.2900  2.4180  0.3001  -0.6368
N  0.6633  0.2693  0.0157  -0.6215
C  1.7455  -0.0952  -0.8658  -0.2333
C  2.6512  -1.1712  -0.2500  -0.2172
C  3.2392  -0.7322  1.0946  -0.3996
C  4.2706  0.3809  0.9374  -0.4099
C  5.3867  -0.0572  -0.0050  -0.3957
C  4.8168  -0.4498  -1.3642  -0.3999
C  3.7781  -1.5584  -1.2126  -0.3953
C  -2.6791  1.1562  0.2541  -0.2979
C  -3.7580  0.3686  -0.1239  0.2997
O  -4.6478  0.7446  -1.0995  -0.5208
C  -4.4903  1.9995  -1.7129  -0.2518
H  -6.5682  -0.6108  -0.2223  0.1795
H  -6.6760  -2.3690  -0.4855  0.1880
H  -5.7177  -1.3591  -1.5969  0.1836
H  -3.2021  -2.2167  1.9660  0.2270
H  -1.2864  -0.8030  2.6209  0.2136
H  -0.8863  2.6850  1.5851  0.2403
H  -0.1997  1.3724  2.5447  0.2344
H  0.0171  -0.4534  0.2956  0.4056
H  1.3343  -0.4666  -1.8117  0.1934
H  2.3001  0.8228  -1.0602  0.2318
H  2.0271  -2.0583  -0.0766  0.1968
H  3.7162  -1.5976  1.5622  0.1996
H  2.4366  -0.3986  1.7558  0.2070
H  3.7880  1.2803  0.5534  0.2146
H  4.6882  0.6256  1.9165  0.2072
H  6.1114  0.7503  -0.1255  0.2072
H  5.9094  -0.9143  0.4280  0.1887
H  4.3645  0.4241  -1.8349  0.1956
H  5.6206  -0.7970  -2.0174  0.2073
H  3.3573  -1.8092  -2.1892  0.2039
H  4.2727  -2.4525  -0.8251  0.2013
H  -2.5170  2.1090  -0.2238  0.2203
H  -4.5609  2.8161  -0.9874  0.1785
H  -3.5404  2.0708  -2.2523  0.1791
H  -5.3125  2.0782  -2.4230  0.2007

Calculated values
Spin multiplicity: 1
Energy above the lowest of the compared OMol25 structures with the same formula, charge and spin (kJ/mol): 160.1
SMILES: COc1ccc(CC(=O)NCC2CCCCC2)cc1OC
LUMO (eV): 0.6878
HOMO (eV): -8.1519


DFT (ωB97M-V with the def2-TZVPD basis set) results for 2 unconnected molecules or ions with the total composition C5H10N4 in a non-equilibrium geometry.

Each line ends with the natural charge from an NBO analysis.
Element x y z (Å)
C  -0.4326  -1.4513  0.1946  -0.1390
C  0.2442  -0.3009  -0.0365  0.1078
C  -1.9060  0.1817  -0.1012  0.5065
C  2.5655  0.0876  -0.0144  0.7212
C  -3.2196  0.8498  -0.1163  -0.7129
N  -1.7968  -1.1058  0.1475  -0.4461
N  -0.6405  0.7532  -0.1978  -0.5352
N  2.9975  -0.6427  -0.9525  -0.6648
N  3.0343  0.7847  0.9407  -0.7532
H  -0.2394  -2.4531  0.3539  0.2627
H  -3.5684  1.0811  -1.1184  0.2862
H  -4.0372  0.4023  0.4880  0.2887
H  -3.1891  1.8093  0.3101  0.2741
H  -2.3983  -1.8834  0.2834  0.4755
H  -0.3302  1.6256  -0.5726  0.4660
H  2.3812  -1.3879  -1.2401  0.4752
H  3.9339  -0.4875  -1.1546  0.4499
H  2.7707  1.6696  1.3235  0.4755
H  3.8307  0.4680  1.4628  0.4619

Calculated values
Net charge: +2
Spin multiplicity: 1
Energy above the lowest of the compared OMol25 structures with the same formula, charge and spin (kJ/mol): 197.0
LUMO (eV): -9.1642
HOMO (eV): -17.5539


DFT (ωB97M-V with the def2-TZVPD basis set) results for a single C6H12 molecule in a non-equilibrium geometry.

Each line ends with the natural charge from an NBO analysis.
Element x y z (Å)
C  1.1811  -2.0243  1.7676  -0.6624
C  0.4070  -1.0148  1.1084  -0.2129
C  0.7758  0.0080  0.4003  -0.1848
C  -0.3125  1.0022  0.1782  -0.4123
C  -0.5162  1.5653  -1.2932  -0.4066
C  -1.3395  0.5020  -2.0394  -0.6217
H  1.8266  -2.7994  1.2221  0.2333
H  0.5992  -2.7172  2.4091  0.2214
H  1.7703  -1.4508  2.6585  0.2157
H  -0.6934  -0.8775  1.4250  0.1925
H  1.7908  0.3983  0.0676  0.2101
H  -1.2996  0.7142  0.5097  0.2017
H  0.0382  1.8291  0.8519  0.2011
H  -0.8918  2.5864  -1.3671  0.2111
H  0.4553  1.5988  -1.8507  0.1960
H  -1.3874  -0.4470  -1.4588  0.2050
H  -0.9977  0.1131  -2.9391  0.2087
H  -2.3847  0.8224  -2.2595  0.2042

Calculated values
Spin multiplicity: 1
Energy above the lowest of the compared OMol25 structures with the same formula, charge and spin (kJ/mol): 233.0
SMILES: C/C=C/CCC
LUMO (eV): 1.2284
HOMO (eV): -9.0568


DFT (ωB97M-V with the def2-TZVPD basis set) results for a molecular structure, C28H29Br6F3O6 in a non-equilibrium geometry.

Each line ends with the Mulliken charge.
Element x y z (Å)
C  -2.3771  -4.5610  1.6228  -1.5391
C  -2.8367  -3.1909  2.1534  0.7563
C  -2.6748  -2.1222  1.1183  -0.7928
O  -3.9899  -2.1685  0.4947  -0.5114
C  -4.8713  -2.8166  1.2896  0.5251
O  -6.0574  -2.8949  1.0247  -0.6107
O  -4.2398  -3.2985  2.3194  -0.4230
H  -2.5502  -5.2975  2.4075  0.4647
H  -1.3074  -4.4779  1.4311  0.4366
H  -2.8749  -4.9226  0.7230  0.2879
H  -2.3107  -2.9931  3.0874  0.6174
H  -1.9718  -2.3477  0.3164  0.5984
H  -2.5270  -1.1422  1.5720  0.6908
C  4.4483  4.4193  -1.4207  -1.4251
C  3.8839  4.1785  0.0739  0.4283
C  2.3911  4.5575  0.0808  -0.9330
O  1.7807  3.3205  0.4603  0.0470
C  2.5934  2.3146  0.4115  0.4543
O  2.3189  1.1340  0.5391  -0.2210
O  3.8861  2.7572  0.2708  -0.3700
H  5.5368  4.4021  -1.3672  0.4042
H  4.1783  5.3965  -1.8213  0.3840
H  4.0291  3.6646  -2.0862  0.3623
H  4.5227  4.7283  0.7651  0.4201
H  2.0764  4.9809  -0.8731  0.3438
H  2.1580  5.2644  0.8771  0.3384
F  0.3580  4.5456  -1.4973  -0.4922
C  0.1831  3.3452  -2.0900  0.0690
C  0.4854  3.2030  -3.4403  -0.8786
C  0.1643  1.9927  -4.0478  -0.7539
C  -0.2022  0.9014  -3.3054  -0.5904
C  -0.4042  1.0528  -1.9325  -0.3262
C  -0.2070  2.2806  -1.3276  1.3452
H  0.8308  4.0018  -4.0798  0.4942
H  0.3154  1.8741  -5.1106  0.3910
H  -0.3546  -0.0566  -3.7801  0.5916
H  -0.6733  0.2088  -1.3147  0.3210
H  -0.4191  2.4125  -0.2769  -0.9812
F  -3.6614  2.4094  -0.3670  -0.3963
C  -2.5156  2.3850  0.3012  -0.1269
C  -1.9334  1.1100  0.5561  -0.7059
C  -0.6741  1.0244  1.1874  3.2211
C  -0.0268  2.2057  1.5837  -1.7678
C  -0.6652  3.4524  1.3821  -1.8180
C  -1.9246  3.5218  0.7153  -1.0172
H  -2.5103  0.2047  0.4381  0.6027
H  -0.3056  0.0331  1.4064  -0.1491
H  0.9390  2.2140  2.0669  1.3976
H  -0.1265  4.3583  1.6179  0.6185
H  -2.3853  4.4935  0.6148  0.5222
F  -2.7114  -3.9273  -0.7917  -0.4222
C  -1.4129  -4.3213  -0.9368  -0.8187
C  -0.4269  -3.3214  -1.1133  0.2198
C  0.8663  -3.7440  -1.4146  -0.9714
C  1.1653  -5.0888  -1.4747  -1.0517
C  0.1408  -6.0395  -1.3365  -0.5408
C  -1.1266  -5.6770  -1.0006  -0.1165
H  -0.6866  -2.2742  -1.0652  1.6811
H  1.6490  -3.0256  -1.6089  0.5984
H  2.1522  -5.4713  -1.6896  0.4359
H  0.4485  -7.0677  -1.4568  0.3715
H  -1.8999  -6.4066  -0.8104  0.4833
C  1.6558  0.0619  3.7494  -0.5002
Br  0.2987  1.3704  4.2977  -0.0404
Br  2.6805  0.7042  2.1327  0.0142
Br  0.6615  -1.6547  3.4261  -0.0422
H  2.2467  -0.1005  4.6508  0.5147
C  1.3746  -1.0611  0.4225  0.6369
Br  1.3617  -0.6306  -1.5552  -0.0119
Br  2.8673  -2.3408  0.9152  0.0209
Br  -0.3442  -1.9091  0.9178  0.2352
H  1.5380  -0.1342  0.9723  -0.9999

Calculated values
Spin multiplicity: 1
Energy above the lowest of the compared OMol25 structures with the same formula, charge and spin (kJ/mol): 1261.2
LUMO (eV): -0.2532
HOMO (eV): -7.9280


What did the first record say?
DFT (ωB97M-V with the def2-TZVPD basis set) results for a single C17H25NO3 molecule.

Each line ends with the natural charge from an NBO analysis.
Element x y z (Å)
C  -6.0258  -1.4970  -0.5587  -0.2396
O  -4.9310  -1.7879  0.2799  -0.4971
C  -3.9467  -0.8738  0.5130  0.2448
C  -3.0372  -1.2622  1.4918  -0.2351
C  -1.9662  -0.4680  1.8511  -0.2387
C  -1.7778  0.7601  1.2352  -0.0317
C  -0.6040  1.6314  1.5628  -0.5165
C  0.5464  1.4956  0.5607  0.6890
O  1.2900  2.4180  0.3001  -0.6368
N  0.6633  0.2693  0.0157  -0.6215
C  1.7455  -0.0952  -0.8658  -0.2333
C  2.6512  -1.1712  -0.2500  -0.2172
C  3.2392  -0.7322  1.0946  -0.3996
C  4.2706  0.3809  0.9374  -0.4099
C  5.3867  -0.0572  -0.0050  -0.3957
C  4.8168  -0.4498  -1.3642  -0.3999
C  3.7781  -1.5584  -1.2126  -0.3953
C  -2.6791  1.1562  0.2541  -0.2979
C  -3.7580  0.3686  -0.1239  0.2997
O  -4.6478  0.7446  -1.0995  -0.5208
C  -4.4903  1.9995  -1.7129  -0.2518
H  -6.5682  -0.6108  -0.2223  0.1795
H  -6.6760  -2.3690  -0.4855  0.1880
H  -5.7177  -1.3591  -1.5969  0.1836
H  -3.2021  -2.2167  1.9660  0.2270
H  -1.2864  -0.8030  2.6209  0.2136
H  -0.8863  2.6850  1.5851  0.2403
H  -0.1997  1.3724  2.5447  0.2344
H  0.0171  -0.4534  0.2956  0.4056
H  1.3343  -0.4666  -1.8117  0.1934
H  2.3001  0.8228  -1.0602  0.2318
H  2.0271  -2.0583  -0.0766  0.1968
H  3.7162  -1.5976  1.5622  0.1996
H  2.4366  -0.3986  1.7558  0.2070
H  3.7880  1.2803  0.5534  0.2146
H  4.6882  0.6256  1.9165  0.2072
H  6.1114  0.7503  -0.1255  0.2072
H  5.9094  -0.9143  0.4280  0.1887
H  4.3645  0.4241  -1.8349  0.1956
H  5.6206  -0.7970  -2.0174  0.2073
H  3.3573  -1.8092  -2.1892  0.2039
H  4.2727  -2.4525  -0.8251  0.2013
H  -2.5170  2.1090  -0.2238  0.2203
H  -4.5609  2.8161  -0.9874  0.1785
H  -3.5404  2.0708  -2.2523  0.1791
H  -5.3125  2.0782  -2.4230  0.2007

Calculated values
Spin multiplicity: 1
Energy above the lowest of the compared OMol25 structures with the same formula, charge and spin (kJ/mol): 160.1
SMILES: COc1ccc(CC(=O)NCC2CCCCC2)cc1OC
LUMO (eV): 0.6878
HOMO (eV): -8.1519


What is the energy above the lowest of the compared OMol25 structures with the same formula, charge and spin in the third record?
233.0 kJ/mol


What is the energy above the lowest of the compared OMol25 structures with the same formula, charge and spin in the fourth record?
1261.2 kJ/mol